C56H52AsN9Pb | ωB97M-V with the def2-TZVPD basis set

```
119
Properties=species:S:1:pos:R:3:lowdin_charge:R:1
Pb 0.2255 -0.4686 0.1861 1.175
C 1.6266 -6.3502 -3.1385 -0.052
C 0.9295 -5.3551 -2.2347 -0.308
C -0.1022 -4.5755 -2.7569 -0.092
C -0.7952 -3.7762 -1.8899 -0.027
C -0.6028 -3.5034 -0.3979 -0.194
N -1.2798 -2.4913 0.3417 -0.125
C -2.5731 -2.5287 0.7996 -0.238
C -3.4657 -3.6162 0.4810 -0.029
C -4.8709 -3.5209 0.1996 -0.049
C -5.4839 -2.3835 0.7053 -0.300
C -7.0102 -2.2610 0.7936 -0.056
C -4.6241 -1.3520 1.1781 -0.063
C -3.2337 -1.3195 1.3700 -0.074
N -2.9550 0.0025 2.0741 0.000
C -3.9277 1.0207 2.3261 -0.070
C -3.2419 2.0916 2.8976 -0.094
C -1.8335 1.8324 2.7493 -0.221
N -1.5387 0.6101 2.3022 0.031
C 0.6570 -4.2198 0.0024 -0.120
C 1.2996 -5.0802 -0.9380 -0.032
N 1.5098 -3.8140 1.0758 -0.032
C 2.6878 -4.4767 1.4130 -0.083
C 3.5600 -3.5884 2.0718 -0.049
C 2.7990 -2.3396 2.1748 -0.192
N 1.5970 -2.4147 1.6540 0.023
H 0.9840 -6.5425 -4.0066 0.075
H 1.8112 -7.2806 -2.5961 0.076
H 2.5787 -5.9448 -3.5304 0.073
H -0.3957 -4.5495 -3.8101 0.117
H -1.5228 -3.1427 -2.3737 0.071
H -2.9924 -4.5811 0.4008 0.090
H -5.5000 -4.2418 -0.3030 0.099
H -7.3647 -3.1197 0.2153 0.066
H -7.4047 -1.3533 0.3505 0.067
H -7.3700 -2.3664 1.8087 0.068
H -5.2236 -0.4608 1.3316 0.075
H -5.0062 1.0612 2.2576 0.108
H -3.5890 3.0750 3.1676 0.083
H -1.0836 2.3461 3.3984 0.105
H 2.1601 -5.6158 -0.4902 0.094
H 2.9440 -5.5154 1.1652 0.115
H 4.4855 -3.7535 2.6081 0.079
H 3.0740 -1.3704 2.6896 0.108
C 3.7663 -2.2756 -2.7677 -0.034
C 2.4976 -1.7157 -2.3897 -0.080
N 2.4059 -0.8862 -1.2838 -0.001
C 3.4507 -0.2868 -0.7071 -0.146
C 4.7240 -0.4545 -1.3542 -0.164
C 4.8723 -1.6464 -2.1912 -0.001
C 5.6110 0.6438 -1.4310 -0.028
C 5.3922 1.8976 -0.8179 -0.045
C 4.2978 2.0990 0.0498 -0.135
C 4.1158 3.4746 0.5672 0.011
C 2.8078 3.8610 0.9704 -0.038
C 1.8814 2.7999 0.9837 -0.172
N 2.1199 1.5341 0.6530 -0.026
C 3.2616 1.0282 0.1777 -0.087
H 3.7044 -3.3126 -3.1882 0.119
H 1.5868 -1.9110 -3.0113 0.124
H 5.8962 -2.0200 -2.3664 0.119
H 6.4723 0.5181 -2.0920 0.113
H 6.0517 2.7383 -1.0518 0.112
H 4.9577 4.1847 0.6384 0.114
H 2.5861 4.8476 1.3766 0.104
H 0.7831 2.9996 1.0881 0.098
H -1.3111 -0.7367 -2.0417 0.054
C -3.2995 5.6402 -2.6777 -0.091
C -3.7852 4.8965 -1.5945 -0.090
C -3.0582 3.8273 -1.0742 -0.123
C -1.8725 3.4757 -1.7123 -0.426
C -1.4801 4.1100 -2.9151 -0.135
C -2.1002 5.2857 -3.2867 -0.083
As -0.9980 1.8544 -1.1915 1.219
C -2.2380 0.7740 -2.6121 -0.382
C -2.0181 0.7871 -3.9878 -0.231
C -2.6938 -0.0028 -4.8159 -0.097
C -3.4838 -0.9231 -4.1163 -0.153
C -4.0162 -0.7103 -2.8984 -0.165
C -3.5670 0.3437 -2.1165 -0.139
C 0.3791 2.0680 -2.7494 -0.356
C 0.7863 0.9932 -3.5540 -0.146
C 2.0265 0.9958 -4.1509 -0.102
C 2.9049 2.0423 -3.9634 -0.099
C 2.4552 3.1960 -3.3436 -0.094
C 1.2187 3.1963 -2.7398 -0.146
H -3.8732 6.4666 -3.0767 0.096
H -4.7320 5.1579 -1.1422 0.095
H -3.4020 3.2878 -0.1992 0.086
H -0.8286 3.6283 -3.6239 0.081
H -1.6946 5.8648 -4.1054 0.102
H -1.2733 1.4702 -4.3768 0.087
H -2.5769 -0.0122 -5.8955 0.109
H -3.6800 -1.8595 -4.6311 0.091
H -4.5652 -1.4871 -2.3612 0.104
H -3.9982 0.2405 -1.0680 0.100
H 0.1736 0.1400 -3.7569 0.072
H 2.2869 0.2236 -4.8605 0.107
H 3.9224 2.0043 -4.3257 0.099
H 3.0494 4.1023 -3.4237 0.105
H 0.8873 4.1287 -2.3117 0.096
N 1.0845 0.0476 2.6487 0.063
C 1.1911 0.1995 3.8176 -0.258
N 1.5392 0.5049 5.0615 -0.061
C 0.6621 -0.0030 6.1752 -0.135
C 0.0707 1.1662 6.9576 -0.183
C 1.1940 2.1915 7.2215 -0.209
C 1.9409 2.8220 6.0322 -0.184
C 2.5027 1.7161 5.1335 -0.104
H 1.2751 -0.6552 6.8284 0.124
H -0.0764 -0.6390 5.6917 0.123
H -0.3417 0.8018 7.9102 0.114
H -0.7898 1.6136 6.4073 0.118
H 1.9634 1.6179 7.8010 0.120
H 0.8443 2.9694 7.9356 0.115
H 2.7797 3.4294 6.4113 0.113
H 1.2702 3.5123 5.4573 0.120
H 3.4757 1.3449 5.5256 0.125
H 2.6889 2.0061 4.1083 0.100
```

Its largest force on an atom is 5.153 eV/Å. The value obtained for the HOMO-LUMO gap is 4.1 eV. The calculation puts the HOMO energy at -0.182 Eh. Its spin multiplicity is 1. The value obtained for the total energy is -5086.01322 a.u.

=====

C4H5N | ωB97M-V with the def2-TZVPD basis set

```
10
Properties=species:S:1:pos:R:3:lowdin_charge:R:1
C -2.7327 -0.3314 0.0402 0.123
C -1.6274 0.1748 -0.0477 -0.110
C -0.2776 0.6993 -0.0987 -0.401
C 0.8996 -0.3097 0.0519 0.000
N -0.4050 1.9574 0.0106 0.138
H -3.7707 -0.4608 0.1737 0.018
H 1.1942 -0.4386 1.0554 0.070
H 1.7251 0.1174 -0.3771 0.046
H 0.5159 -1.2445 -0.2197 0.062
H 0.5056 2.4033 0.0372 0.054
```

Its largest force on an atom is 3.435 eV/Å. The value obtained for the HOMO-LUMO gap is 10.7 eV. The calculation puts the HOMO energy at -0.364 Eh. The SMILES is [H]/N=C(\C)C#C. Its spin multiplicity is 1. The value obtained for the total energy is -210.06009 a.u.

=====

C16H17Br2MgN4OSe2Te2 | ωB97M-V with the def2-TZVPD basis set

```
45
Properties=species:S:1:pos:R:3:lowdin_charge:R:1
Mg 1.8657 1.4463 -0.8980 0.032
Br 5.0995 -0.5970 2.0062 0.764
C 3.3206 -0.4258 2.6211 -0.605
C 3.0078 -0.8599 3.9188 -0.185
C 1.7325 -0.7742 4.3925 -0.637
Br 1.3720 -1.3915 6.1598 0.717
C 0.6967 -0.2407 3.5882 -0.195
C -0.6617 -0.1342 3.9685 -0.047
C -1.5724 0.4032 3.1036 -0.060
C -1.1290 0.8676 1.8468 -0.133
N 0.1157 0.7793 1.4574 0.132
C 1.0310 0.2169 2.2876 -0.133
C 2.3755 0.1141 1.7536 -0.396
O 2.6357 0.4934 0.5465 -0.216
H 3.7913 -1.2706 4.5392 0.089
H -0.9640 -0.4794 4.9470 0.073
H -2.6198 0.4800 3.3748 0.098
H -1.8270 1.3305 1.1469 0.105
Se 3.0418 0.3921 -3.0889 -0.245
Te 2.5726 2.5176 -4.3340 0.013
Te 3.5731 4.3102 -2.5781 0.037
Se 1.9857 3.9895 -0.6514 -0.233
C -1.1350 -2.9017 -1.4070 -0.163
C 0.0236 -2.3839 -0.5801 -0.178
N 0.4224 -1.0953 -1.1102 0.079
C -0.4622 -0.1318 -1.5301 -0.374
N -0.0438 1.0997 -1.6357 -0.012
C -0.9518 2.1221 -2.1540 -0.232
C -1.9663 1.5177 -3.1023 -0.158
C -2.6894 0.3976 -2.3804 -0.165
N -1.7210 -0.5664 -1.8807 -0.039
C -2.2298 -1.8543 -1.4274 -0.163
H -1.5205 -3.8314 -0.9873 0.113
H -0.7902 -3.0868 -2.4272 0.123
H 0.8750 -3.0548 -0.6503 0.123
H -0.2651 -2.3191 0.4751 0.117
H 1.2985 -0.7092 -0.7723 0.064
H -0.3537 2.8782 -2.6518 0.067
H -1.4623 2.6211 -1.3246 0.113
H -1.4387 1.1055 -3.9655 0.124
H -2.6765 2.2677 -3.4515 0.114
H -3.3678 -0.1329 -3.0481 0.115
H -3.2912 0.8103 -1.5617 0.121
H -3.0253 -2.1519 -2.1084 0.115
H -2.6721 -1.7677 -0.4265 0.123
```

Its largest force on an atom is 1.122 eV/Å. The value obtained for the HOMO-LUMO gap is 5.9 eV. The calculation puts the HOMO energy at -0.135 Eh. Its spin multiplicity is 1. The value obtained for the total energy is -11601.49755 a.u. Its charge is -1.

=====

C54H55AsBrIN9O6PSn | ωB97M-V with the def2-TZVPD basis set

```
129
Properties=species:S:1:pos:R:3:lowdin_charge:R:1
Sn 1.1185 -0.8334 0.7059 1.350
O 2.5247 2.1503 -2.5252 0.163
C 2.1826 1.4251 -1.4761 -0.505
O 1.4713 0.4449 -1.5445 -0.069
C 2.7384 1.9502 -0.1971 -0.181
C 3.5003 3.1114 -0.1580 0.053
C 4.0114 3.5173 1.0609 0.016
C 3.7836 2.7324 2.1836 0.046
C 3.0048 1.5908 2.0541 -0.162
N 2.4781 1.2312 0.8853 0.117
C 2.8331 0.5669 3.1555 -0.466
O 3.2463 0.8543 4.3757 0.183
O 2.4575 -0.5491 2.8870 -0.009
H 2.1654 1.7655 -3.3373 0.152
H 3.6801 3.6601 -1.0700 0.136
H 4.6024 4.4203 1.1299 0.131
H 4.2472 3.0028 3.1225 0.128
H 3.4086 1.7896 4.5396 0.123
C -1.7607 0.8440 -2.2938 -0.392
C -3.0272 1.6552 -2.5152 -0.448
As -3.2428 2.1750 -4.4223 1.303
C -1.7033 3.3977 -4.4432 -0.424
C -1.6459 4.5241 -3.6266 -0.113
C -0.5567 5.3802 -3.6812 -0.090
C 0.4967 5.1148 -4.5469 -0.085
C 0.4526 3.9935 -5.3626 -0.098
C -0.6446 3.1428 -5.3111 -0.137
C -4.6135 3.5411 -4.1491 -0.433
C -5.5144 3.5203 -3.0902 -0.117
C -6.4627 4.5255 -2.9547 -0.081
C -6.5280 5.5520 -3.8836 -0.078
C -5.6462 5.5688 -4.9561 -0.074
C -4.6993 4.5670 -5.0888 -0.128
P -1.2448 0.6438 -0.5070 1.026
C -2.7838 -0.0456 0.1755 -0.366
C -3.9550 0.6624 0.4348 -0.092
C -5.1211 -0.0191 0.7539 -0.053
C -5.1322 -1.4039 0.8115 -0.059
C -3.9626 -2.1148 0.5931 -0.071
C -2.7990 -1.4357 0.2816 -0.126
C -1.1037 2.3948 -0.0068 -0.344
C -1.6815 2.9050 1.1547 -0.102
C -1.4159 4.2037 1.5654 -0.068
C -0.5601 5.0113 0.8286 -0.063
C 0.0134 4.5180 -0.3342 -0.075
C -0.2592 3.2235 -0.7485 -0.111
H -0.9161 1.3074 -2.8142 0.047
H -1.8749 -0.1649 -2.7002 0.072
H -3.0083 2.5719 -1.9228 0.061
H -3.8979 1.0711 -2.2263 0.056
H -2.4709 4.7490 -2.9590 0.111
H -0.5390 6.2667 -3.0591 0.108
H 1.3406 5.7909 -4.5997 0.106
H 1.2606 3.7954 -6.0558 0.103
H -0.6931 2.2784 -5.9648 0.089
H -5.4890 2.7167 -2.3629 0.087
H -7.1548 4.5040 -2.1227 0.106
H -7.2687 6.3333 -3.7775 0.108
H -5.6992 6.3615 -5.6908 0.109
H -4.0098 4.5830 -5.9261 0.103
H -3.9736 1.7424 0.3815 0.102
H -6.0279 0.5383 0.9493 0.115
H -6.0488 -1.9292 1.0425 0.114
H -3.9600 -3.1930 0.6861 0.107
H -1.8661 -1.9773 0.1348 0.054
H -2.3405 2.2816 1.7445 0.104
H -1.8809 4.5890 2.4645 0.118
H -0.3608 6.0251 1.1511 0.112
H 0.6603 5.1469 -0.9329 0.107
H 0.1655 2.8723 -1.6828 0.089
N 0.3645 1.8768 3.5406 0.174
C -0.3697 0.7173 3.3423 -0.473
O -0.2690 0.2015 2.1683 -0.302
C -1.1462 0.2648 4.3993 -0.181
C -1.1282 0.9693 5.6305 -0.224
N -1.0807 1.5342 6.6342 0.165
C -1.9710 -0.8800 4.3569 -0.202
N -2.6802 -1.7860 4.4135 0.148
H 0.3374 2.4809 2.7302 0.091
H 0.1456 2.3626 4.4022 0.100
C 2.1798 -4.9090 -2.6413 -0.047
C 2.2657 -3.8184 -1.5423 -0.133
N 0.9247 -3.3777 -1.1671 -0.206
C 0.2266 -2.8568 -2.3414 -0.140
C 0.0303 -3.9797 -3.3895 -0.046
N 0.7307 -5.2007 -2.8795 -0.085
C 0.0891 -5.6639 -1.6101 -0.045
C 0.1777 -4.4965 -0.5974 -0.178
H 2.6696 -5.8317 -2.3353 0.139
H 2.6223 -4.5814 -3.5806 0.139
H 2.8304 -2.9524 -1.8893 0.125
H 2.7631 -4.1995 -0.6509 0.125
H 0.8129 -2.0312 -2.7459 0.124
H -0.7348 -2.4506 -2.0234 0.111
H 0.4533 -3.7154 -4.3571 0.139
H -1.0206 -4.2270 -3.5303 0.141
H 0.6529 -5.9402 -3.5761 0.195
H 0.6209 -6.5451 -1.2554 0.141
H -0.9414 -5.9452 -1.8188 0.141
H 0.6772 -4.8241 0.3128 0.073
H -0.8172 -4.1477 -0.3200 0.099
C 6.9383 -0.4479 -0.4611 0.001
N 6.0486 -1.2733 0.3482 -0.041
C 6.5269 -2.0608 1.3377 -0.030
C 5.6990 -2.7904 2.1175 0.012
C 4.3010 -2.6711 1.8724 -0.379
N 3.8286 -1.8928 0.9009 0.111
C 4.6697 -1.1892 0.1036 -0.507
O 4.2720 -0.4897 -0.8259 0.023
N 3.4208 -3.3795 2.5951 0.188
H 7.9587 -0.8052 -0.3549 0.097
H 6.8784 0.5936 -0.1439 0.099
H 6.6407 -0.5047 -1.5043 0.095
H 7.5988 -2.0716 1.4797 0.141
H 6.0713 -3.4291 2.9035 0.118
H 3.7267 -3.8972 3.4009 0.099
H 2.4430 -3.1360 2.5368 0.016
Br 1.6891 -6.3451 4.1932 0.695
C 0.2472 -5.7504 5.2744 -0.730
C 0.0920 -6.3163 6.5295 -0.126
C -0.9375 -5.8870 7.3523 -0.062
C -1.8121 -4.9021 6.9224 -0.056
C -1.6676 -4.3404 5.6632 -0.147
C -0.6329 -4.7626 4.8445 -0.689
I -0.4788 -3.8879 2.9411 0.998
H 0.7754 -7.0868 6.8577 0.105
H -1.0483 -6.3206 8.3367 0.115
H -2.6106 -4.5578 7.5650 0.116
H -2.3536 -3.5820 5.3093 0.040
```

Its largest force on an atom is 0.905 eV/Å. The value obtained for the HOMO-LUMO gap is 6.3 eV. The calculation puts the HOMO energy at -0.432 Eh. Its spin multiplicity is 1. The value obtained for the total energy is -8697.76313 a.u. Its charge is +2.

=====

Number 1: E_LUMO -0.86 eV, M 1133.2 Da. Number 2: E_LUMO 0.82 eV, M 67.1 Da. Number 3: E_LUMO 2.22 eV, M 878.6 Da. Number 4: E_LUMO -5.41 eV, M 1357.5 Da.